Entry 1:
This record from the Open Molecules 2025 dataset describes a cluster of 2 separate species, C22H25N2O in total in a non-equilibrium geometry. The level of theory is wB97M-V/def2-TZVPD.

Energy: -1037.7510 hartree
Relative energy (zero: lowest compared OMol25 entry of this formula, charge and spin): 182.6 kJ/mol
Strongest force on any atom: 5.76 eV Å⁻¹
Gap between HOMO and LUMO: 6.593 eV
Net charge: +1
Spin multiplicity: 1
Molecular weight: 333.45 g/mol

Atoms and positions in Å:
1 C -0.830 -2.408 -0.157
2 C -0.058 -1.089 -0.346
3 C -0.372 -0.503 -1.797
4 C -1.717 -0.116 -1.926
5 C -2.741 -0.197 -0.808
6 C -2.265 0.273 -3.149
7 C -1.486 0.319 -4.304
8 C -2.104 0.573 -5.646
9 C -0.134 -0.011 -4.179
10 C 0.428 -0.449 -2.972
11 C 1.874 -0.868 -3.081
12 H -1.288 -2.367 0.828
13 H -1.615 -2.484 -0.905
14 H -0.218 -3.324 -0.188
15 H -0.727 0.536 0.787
16 H -3.640 0.343 -1.125
17 H -3.051 -1.227 -0.616
18 H -2.448 0.246 0.144
19 H -3.333 0.534 -3.200
20 H -1.343 0.838 -6.378
21 H -2.635 -0.298 -6.054
22 H -2.835 1.388 -5.591
23 H 0.515 0.037 -5.063
24 H 2.121 -0.928 -4.166
25 H 2.588 -0.148 -2.639
26 H 2.066 -1.858 -2.661
27 O -0.029 -1.971 2.391
28 C 0.028 -0.765 2.144
29 C 0.074 0.258 3.225
30 C 1.329 0.620 3.700
31 C 1.369 1.416 4.844
32 C 0.195 2.042 5.303
33 C -1.042 1.764 4.686
34 C -1.125 0.813 3.677
35 C 2.576 0.206 2.970
36 C 2.585 0.659 1.503
37 C 1.282 0.870 0.690
38 C 0.089 -0.203 0.718
39 N 2.690 -2.040 0.260
40 N 1.777 -1.922 -0.391
41 H 2.326 1.564 5.335
42 H 0.254 2.726 6.138
43 H -1.944 2.288 4.988
44 H -2.080 0.467 3.237
45 H 3.427 0.661 3.507
46 H 2.708 -0.881 3.021
47 H 3.014 1.659 1.495
48 H 3.357 0.093 0.977
49 H 0.830 1.773 1.118
50 H 1.560 1.091 -0.344

***

Entry 2:
This record from the Open Molecules 2025 dataset describes an isolated molecule of C22H25N3O3 in a non-equilibrium geometry. The level of theory is wB97M-V/def2-TZVPD.

Energy: -1242.7172 hartree
Relative energy (zero: lowest compared OMol25 entry of this formula, charge and spin): 1879.2 kJ/mol
Strongest force on any atom: 14.57 eV Å⁻¹
Gap between HOMO and LUMO: 8.524 eV
Net charge: 0
Spin multiplicity: 1
Molecular weight: 379.46 g/mol
SMILES: CCOc1ccc(CNC(=O)CCCC(=O)n2nc(C)c3ccccc32)cc1

Atoms and positions in Å:
1 C -6.267 -1.682 1.584
2 C -4.918 -1.545 0.637
3 O -4.638 -0.064 0.489
4 C -3.640 0.205 -0.204
5 C -3.430 1.435 -0.363
6 C -2.421 2.026 -0.835
7 C -1.571 1.138 -1.378
8 C -0.377 1.916 -2.353
9 N 0.643 2.319 -1.448
10 C 1.849 2.101 -0.948
11 O 2.300 1.003 -1.619
12 C 2.507 2.845 0.148
13 C 1.971 3.176 1.301
14 C 1.925 1.873 2.375
15 C 1.171 0.665 1.531
16 O -0.107 0.682 1.731
17 N 2.028 -0.182 1.137
18 N 3.401 -0.057 1.009
19 C 3.918 -1.178 0.422
20 C 5.306 -1.312 -0.024
21 C 2.754 -2.031 -0.019
22 C 2.815 -2.990 -0.932
23 C 1.549 -3.888 -1.145
24 C 0.458 -3.104 -0.640
25 C 0.403 -1.807 -0.108
26 C 1.587 -1.367 0.541
27 C -1.750 -0.076 -1.639
28 C -2.877 -0.589 -0.940
29 H -6.537 -2.685 1.572
30 H -7.130 -1.129 0.978
31 H -5.960 -1.178 2.378
32 H -4.195 -1.955 1.011
33 H -5.372 -1.913 -0.301
34 H -4.010 2.117 0.346
35 H -2.121 3.074 -0.862
36 H -0.685 2.592 -3.101
37 H 0.463 0.952 -2.720
38 H 0.187 3.139 -0.798
39 H 3.586 2.250 0.240
40 H 2.699 3.800 -0.364
41 H 0.674 3.390 1.456
42 H 2.238 3.859 1.923
43 H 2.880 1.681 2.515
44 H 1.551 1.965 3.372
45 H 5.699 -2.247 0.398
46 H 5.866 -0.675 0.656
47 H 5.507 -1.205 -0.953
48 H 3.720 -3.397 -1.256
49 H 1.487 -4.595 -1.910
50 H -0.577 -3.576 -0.574
51 H -0.506 -1.479 0.544
52 H -1.111 -0.571 -2.003
53 H -2.942 -1.728 -0.855

***

Entry 3:
This record from the Open Molecules 2025 dataset describes an isolated molecule of C22H25N3O4. The level of theory is wB97M-V/def2-TZVPD.

Energy: -1318.5313 hartree
Relative energy (zero: lowest compared OMol25 entry of this formula, charge and spin): 305.3 kJ/mol
Strongest force on any atom: 0.75 eV Å⁻¹
Gap between HOMO and LUMO: 9.163 eV
Net charge: 0
Spin multiplicity: 1
Molecular weight: 395.46 g/mol
SMILES: O=C1NCCN(Cc2cccc(Oc3ccccc3)c2)[C@H]1CC(=O)N1CCCO1

Atoms and positions in Å:
1 O -0.341 2.694 -3.727
2 C -0.665 2.046 -2.748
3 N -1.806 2.297 -2.088
4 C -2.183 1.748 -0.807
5 C -1.494 0.405 -0.601
6 N -0.081 0.581 -0.860
7 C 0.745 -0.476 -0.304
8 C 0.731 -0.405 1.200
9 C 0.941 0.815 1.834
10 C 0.933 0.891 3.214
11 C 0.712 -0.238 3.982
12 C 0.486 -1.458 3.355
13 O 0.317 -2.632 4.038
14 C -0.326 -2.644 5.249
15 C 0.077 -3.607 6.169
16 C -0.576 -3.717 7.382
17 C -1.629 -2.871 7.689
18 C -2.036 -1.921 6.767
19 C -1.394 -1.805 5.548
20 C 0.500 -1.535 1.965
21 C 0.195 0.890 -2.246
22 C 0.034 -0.316 -3.215
23 C -0.183 0.115 -4.652
24 O -1.261 0.049 -5.209
25 N 0.937 0.453 -5.330
26 C 0.929 1.201 -6.563
27 C 1.627 2.505 -6.164
28 C 2.544 2.051 -5.017
29 O 2.140 0.728 -4.660
30 H -2.349 3.073 -2.442
31 H -1.881 2.435 -0.006
32 H -3.270 1.629 -0.775
33 H -1.959 -0.353 -1.252
34 H -1.619 0.087 0.436
35 H 1.769 -0.313 -0.657
36 H 0.427 -1.478 -0.632
37 H 1.108 1.695 1.233
38 H 1.108 1.838 3.704
39 H 0.722 -0.180 5.061
40 H 0.897 -4.259 5.913
41 H -0.257 -4.464 8.093
42 H -2.134 -2.955 8.639
43 H -2.865 -1.267 6.994
44 H -1.722 -1.074 4.823
45 H 0.332 -2.496 1.501
46 H 1.236 1.230 -2.310
47 H -0.843 -0.898 -2.928
48 H 0.923 -0.943 -3.158
49 H 1.496 0.653 -7.323
50 H -0.102 1.335 -6.884
51 H 2.181 2.952 -6.984
52 H 0.891 3.209 -5.783
53 H 2.444 2.708 -4.148
54 H 3.594 1.991 -5.314

***

Look up the gap between HOMO and LUMO of the first one.
6.593 eV

***

What did the second record say?
This record from the Open Molecules 2025 dataset describes an isolated molecule of C22H25N3O3 in a non-equilibrium geometry. The level of theory is wB97M-V/def2-TZVPD.

Energy: -1242.7172 hartree
Relative energy (zero: lowest compared OMol25 entry of this formula, charge and spin): 1879.2 kJ/mol
Strongest force on any atom: 14.57 eV Å⁻¹
Gap between HOMO and LUMO: 8.524 eV
Net charge: 0
Spin multiplicity: 1
Molecular weight: 379.46 g/mol
SMILES: CCOc1ccc(CNC(=O)CCCC(=O)n2nc(C)c3ccccc32)cc1

Atoms and positions in Å:
1 C -6.267 -1.682 1.584
2 C -4.918 -1.545 0.637
3 O -4.638 -0.064 0.489
4 C -3.640 0.205 -0.204
5 C -3.430 1.435 -0.363
6 C -2.421 2.026 -0.835
7 C -1.571 1.138 -1.378
8 C -0.377 1.916 -2.353
9 N 0.643 2.319 -1.448
10 C 1.849 2.101 -0.948
11 O 2.300 1.003 -1.619
12 C 2.507 2.845 0.148
13 C 1.971 3.176 1.301
14 C 1.925 1.873 2.375
15 C 1.171 0.665 1.531
16 O -0.107 0.682 1.731
17 N 2.028 -0.182 1.137
18 N 3.401 -0.057 1.009
19 C 3.918 -1.178 0.422
20 C 5.306 -1.312 -0.024
21 C 2.754 -2.031 -0.019
22 C 2.815 -2.990 -0.932
23 C 1.549 -3.888 -1.145
24 C 0.458 -3.104 -0.640
25 C 0.403 -1.807 -0.108
26 C 1.587 -1.367 0.541
27 C -1.750 -0.076 -1.639
28 C -2.877 -0.589 -0.940
29 H -6.537 -2.685 1.572
30 H -7.130 -1.129 0.978
31 H -5.960 -1.178 2.378
32 H -4.195 -1.955 1.011
33 H -5.372 -1.913 -0.301
34 H -4.010 2.117 0.346
35 H -2.121 3.074 -0.862
36 H -0.685 2.592 -3.101
37 H 0.463 0.952 -2.720
38 H 0.187 3.139 -0.798
39 H 3.586 2.250 0.240
40 H 2.699 3.800 -0.364
41 H 0.674 3.390 1.456
42 H 2.238 3.859 1.923
43 H 2.880 1.681 2.515
44 H 1.551 1.965 3.372
45 H 5.699 -2.247 0.398
46 H 5.866 -0.675 0.656
47 H 5.507 -1.205 -0.953
48 H 3.720 -3.397 -1.256
49 H 1.487 -4.595 -1.910
50 H -0.577 -3.576 -0.574
51 H -0.506 -1.479 0.544
52 H -1.111 -0.571 -2.003
53 H -2.942 -1.728 -0.855

***

Which formula does entry 1 have?
C22H25N2O

***

Copy entry 1 word for word.
This record from the Open Molecules 2025 dataset describes a cluster of 2 separate species, C22H25N2O in total in a non-equilibrium geometry. The level of theory is wB97M-V/def2-TZVPD.

Energy: -1037.7510 hartree
Relative energy (zero: lowest compared OMol25 entry of this formula, charge and spin): 182.6 kJ/mol
Strongest force on any atom: 5.76 eV Å⁻¹
Gap between HOMO and LUMO: 6.593 eV
Net charge: +1
Spin multiplicity: 1
Molecular weight: 333.45 g/mol

Atoms and positions in Å:
1 C -0.830 -2.408 -0.157
2 C -0.058 -1.089 -0.346
3 C -0.372 -0.503 -1.797
4 C -1.717 -0.116 -1.926
5 C -2.741 -0.197 -0.808
6 C -2.265 0.273 -3.149
7 C -1.486 0.319 -4.304
8 C -2.104 0.573 -5.646
9 C -0.134 -0.011 -4.179
10 C 0.428 -0.449 -2.972
11 C 1.874 -0.868 -3.081
12 H -1.288 -2.367 0.828
13 H -1.615 -2.484 -0.905
14 H -0.218 -3.324 -0.188
15 H -0.727 0.536 0.787
16 H -3.640 0.343 -1.125
17 H -3.051 -1.227 -0.616
18 H -2.448 0.246 0.144
19 H -3.333 0.534 -3.200
20 H -1.343 0.838 -6.378
21 H -2.635 -0.298 -6.054
22 H -2.835 1.388 -5.591
23 H 0.515 0.037 -5.063
24 H 2.121 -0.928 -4.166
25 H 2.588 -0.148 -2.639
26 H 2.066 -1.858 -2.661
27 O -0.029 -1.971 2.391
28 C 0.028 -0.765 2.144
29 C 0.074 0.258 3.225
30 C 1.329 0.620 3.700
31 C 1.369 1.416 4.844
32 C 0.195 2.042 5.303
33 C -1.042 1.764 4.686
34 C -1.125 0.813 3.677
35 C 2.576 0.206 2.970
36 C 2.585 0.659 1.503
37 C 1.282 0.870 0.690
38 C 0.089 -0.203 0.718
39 N 2.690 -2.040 0.260
40 N 1.777 -1.922 -0.391
41 H 2.326 1.564 5.335
42 H 0.254 2.726 6.138
43 H -1.944 2.288 4.988
44 H -2.080 0.467 3.237
45 H 3.427 0.661 3.507
46 H 2.708 -0.881 3.021
47 H 3.014 1.659 1.495
48 H 3.357 0.093 0.977
49 H 0.830 1.773 1.118
50 H 1.560 1.091 -0.344